1.
{"formula": "C6H12O", "method": "ωB97M-V/def2-TZVPD", "symbols": ["C", "C", "C", "C", "C", "C", "O", "H", "H", "H", "H", "H", "H", "H", "H", "H", "H", "H", "H"], "xyz": [[2.00412, -1.28526, 0.18320], [0.48694, -1.47270, 0.14140], [-0.17739, -0.48628, -0.79825], [-1.61089, -0.06552, -0.64279], [-0.49984, 0.92334, -0.38051], [-0.24253, 1.43213, 1.02054], [-0.82582, 2.70382, 1.23394], [2.43204, -1.35175, -0.82421], [2.48932, -2.04657, 0.80301], [2.26908, -0.30161, 0.58729], [0.07147, -1.37424, 1.15219], [0.25096, -2.49381, -0.18587], [0.16605, -0.58229, -1.82845], [-2.22214, 0.04680, -1.53440], [-2.14968, -0.45121, 0.22199], [-0.34396, 1.69312, -1.13449], [-0.60530, 0.70390, 1.76417], [0.82966, 1.57104, 1.19626], [-1.75723, 2.63255, 0.99029]], "lowdin_charge": [-0.10, -0.23, -0.28, -0.08, -0.24, -0.25, -0.06, 0.07, 0.07, 0.07, 0.10, 0.11, 0.14, 0.10, 0.11, 0.14, 0.12, 0.12, 0.09], "orbital_gap_ha": 0.4026, "de_lowest_kcal_mol": 27.1, "smiles": "CC[C@H]1C[C@H]1CO", "total_energy_ev": -8463.181}

=====

2.
{"formula": "C6H12O", "method": "ωB97M-V/def2-TZVPD", "symbols": ["C", "C", "C", "C", "C", "C", "O", "H", "H", "H", "H", "H", "H", "H", "H", "H", "H", "H", "H"], "xyz": [[-2.16214, 0.38420, -1.84049], [-0.73243, 0.52618, -1.39852], [-0.01343, -0.42834, -0.80459], [1.42129, -0.28817, -0.36192], [1.63187, -0.46183, 1.14933], [0.82556, 0.55046, 1.96025], [-0.57356, 0.37282, 1.82210], [-2.21834, 0.37871, -2.93807], [-2.60721, -0.54958, -1.47412], [-2.79230, 1.21691, -1.49544], [-0.25305, 1.48708, -1.60227], [-0.48512, -1.38981, -0.58985], [2.02191, -1.03744, -0.89274], [1.79793, 0.69832, -0.66492], [2.70220, -0.35382, 1.38553], [1.33615, -1.47136, 1.46374], [1.04039, 0.43083, 3.02722], [1.13043, 1.57417, 1.67977], [-0.78684, 0.58687, 0.90946]], "lowdin_charge": [-0.10, -0.18, -0.15, -0.20, -0.19, -0.27, -0.08, 0.07, 0.08, 0.07, 0.11, 0.12, 0.11, 0.11, 0.11, 0.12, 0.11, 0.12, 0.04], "orbital_gap_ha": 0.3821, "de_lowest_kcal_mol": 21.5, "smiles": "C/C=C/CCCO", "total_energy_ev": -8463.420}